No. 1
{"formula": "C15H28MgNO2", "method": "wB97M-V/def2-TZVPD", "species": ["H", "N", "H", "H", "H", "H", "C", "H", "C", "H", "H", "H", "H", "C", "H", "H", "H", "H", "H", "H", "C", "H", "H", "C", "H", "C", "H", "C", "Mg", "H", "C", "O", "C", "C", "H", "H", "H", "C", "H", "H", "C", "C", "C", "H", "C", "O", "H"], "positions_angstrom": [[-0.767, -2.614, 0.447], [-2.956, 1.513, 2.234], [3.212, -1.419, -2.103], [2.592, -3.416, 0.193], [3.556, 0.798, -2.809], [-3.321, -1.110, 1.242], [-2.723, -0.765, -0.954], [-4.173, 0.246, 0.385], [3.354, 0.772, -1.667], [2.235, -0.314, 0.639], [-3.229, -1.787, -1.107], [-1.163, -3.241, -1.265], [1.310, -2.451, 1.065], [3.542, -0.755, -1.221], [-1.634, 1.692, -0.976], [-0.749, 2.477, 0.410], [-1.612, 4.074, 2.698], [-0.500, -0.162, -0.692], [1.049, 0.713, -1.871], [3.709, -1.368, 0.907], [-2.073, 1.941, 3.315], [1.873, 2.420, -1.913], [1.095, -3.509, -1.670], [0.930, -2.514, -1.122], [-2.508, 2.895, 0.082], [-1.155, -0.975, -1.141], [4.153, 1.453, -1.206], [1.885, 1.365, -1.457], [2.609, -0.415, -4.116], [1.688, 1.516, -0.341], [-3.142, -0.256, 0.496], [0.363, 0.724, 1.829], [-0.900, 0.182, 1.864], [-2.172, 0.849, 1.113], [-1.880, 1.228, 4.189], [-3.513, 2.299, 1.868], [1.071, -1.689, -1.898], [-1.395, 3.196, 3.379], [4.674, -0.936, -1.115], [-3.160, -0.096, -1.781], [-1.766, 2.028, 0.112], [-0.627, -2.423, -0.662], [1.953, -2.465, 0.112], [-0.548, 3.295, 4.144], [2.863, -1.137, 0.169], [-1.096, -0.911, 2.473], [-0.954, -0.947, -2.278]], "lowdin_charge": [0.109, 0.038, 0.023, 0.120, -0.024, 0.134, -0.187, 0.128, -0.285, 0.088, 0.122, 0.117, 0.115, -0.230, 0.083, 0.087, 0.080, 0.073, 0.047, 0.125, -0.144, 0.099, 0.115, -0.199, 0.094, -0.220, 0.140, -0.120, 1.034, 0.080, -0.126, -0.012, -0.499, -0.366, 0.145, 0.124, 0.037, 0.088, 0.129, 0.116, -0.029, -0.164, -0.168, 0.091, -0.168, 0.052, 0.110], "orbital_gap_ha": 0.070, "e_lumo_ha": -0.30799, "largest_force_ha_per_bohr": 0.0908, "total_charge": 1, "multiplicity": 1}


No. 2
{"formula": "C22H13BrFeN4O4", "method": "wB97M-V/def2-TZVPD", "species": ["C", "H", "C", "H", "C", "H", "Fe", "C", "C", "C", "C", "Br", "H", "C", "N", "C", "C", "O", "C", "H", "H", "C", "H", "H", "C", "O", "H", "C", "N", "H", "C", "C", "C", "C", "C", "C", "H", "C", "C", "N", "H", "O", "N", "O", "H"], "positions_angstrom": [[-1.498, 0.666, 4.068], [-0.501, -0.356, -5.855], [0.848, -5.276, -0.362], [-0.114, -2.137, -4.162], [-0.249, -1.773, -1.414], [3.375, 4.364, 1.208], [-0.839, 0.636, -0.162], [0.029, -3.215, 0.922], [0.156, -3.082, -1.493], [-0.942, 1.413, -3.022], [-0.563, -0.127, -4.800], [2.578, -0.333, -0.123], [0.163, -3.834, 1.802], [-1.400, 1.062, 2.747], [0.737, 1.740, 0.224], [2.628, 3.634, 0.930], [2.029, 1.411, 0.282], [-1.717, 2.238, -0.146], [-1.090, 3.286, 0.357], [-1.663, 2.068, 2.449], [-1.191, 2.391, -2.633], [3.003, 2.338, 0.635], [0.918, 4.979, 1.062], [-0.537, -2.547, 3.623], [-1.171, -0.640, 4.401], [0.933, -5.790, 0.757], [4.035, 2.025, 0.670], [1.286, 3.984, 0.855], [-0.492, -1.216, -0.211], [-1.055, 1.955, -5.083], [0.313, -3.806, -0.309], [0.383, 3.015, 0.495], [-0.869, 1.158, -4.378], [-0.371, -1.900, 0.938], [-0.711, -1.058, 2.101], [-0.344, -1.126, -3.860], [-1.235, -0.978, 5.426], [-0.434, -0.808, -2.521], [-0.777, -1.517, 3.401], [-1.001, 0.227, 1.786], [0.391, -3.602, -2.415], [-1.582, 4.344, 0.625], [-0.726, 0.456, -2.117], [1.099, -5.644, -1.514], [-1.831, 1.374, 4.812]], "lowdin_charge": [-0.005, 0.130, -0.678, 0.133, -0.198, 0.132, 0.820, 0.089, 0.087, -0.055, 0.004, 0.960, 0.133, -0.052, 0.031, 0.008, -0.663, -0.094, -0.553, 0.123, 0.129, -0.068, 0.141, 0.133, 0.002, 0.006, 0.116, 0.048, -0.009, 0.124, -0.027, -0.152, -0.008, -0.187, -0.156, 0.041, 0.129, -0.161, 0.041, 0.049, 0.133, 0.157, 0.037, 0.004, 0.125], "orbital_gap_ha": [0.184, 0.198], "e_lumo_ha": [-0.20973, -0.19638], "de_lowest_kj_mol": 0.0, "largest_force_ha_per_bohr": 0.0077, "total_charge": 1, "multiplicity": 2}


No. 3
{"formula": "C3H12N4S", "method": "wB97M-V/def2-TZVPD", "species": ["H", "H", "H", "N", "C", "H", "N", "C", "H", "H", "H", "H", "N", "H", "C", "H", "S", "H", "H", "N"], "positions_angstrom": [[0.115, 2.984, -1.074], [-1.752, 2.685, 0.261], [-0.722, -0.768, 0.415], [0.378, -2.465, 0.959], [0.202, 2.144, 0.799], [1.634, 2.473, -0.541], [1.043, 1.790, 1.683], [0.118, -1.360, 0.047], [-0.902, -2.844, -1.182], [0.184, -2.178, 1.898], [-1.560, 2.240, 1.878], [-0.953, -1.936, -3.489], [0.637, 2.345, -0.504], [1.338, -2.766, 0.875], [-0.162, -2.041, -1.297], [0.775, -2.525, -1.601], [-0.731, -0.953, -2.596], [0.931, -0.631, -0.039], [0.582, 1.529, 2.549], [-1.157, 2.277, 0.958]], "lowdin_charge": [0.082, 0.088, 0.112, 0.038, -0.665, 0.094, 0.100, -0.343, 0.113, 0.084, 0.098, -0.040, 0.104, 0.091, -0.479, 0.119, 1.139, 0.103, 0.040, 0.122], "orbital_gap_ha": [0.304, 0.115], "e_lumo_ha": [-0.13882, -0.32696], "largest_force_ha_per_bohr": 0.0174, "total_charge": 1, "multiplicity": 2}


No. 4
{"formula": "C2H2Cl2Si", "method": "wB97M-V/def2-TZVPD", "species": ["C", "Si", "C", "Cl", "H", "H", "Cl"], "positions_angstrom": [[1.240, -0.146, 0.069], [-0.620, -0.271, 0.060], [-1.564, 1.219, -0.141], [2.037, 1.352, 0.032], [-2.648, 1.076, -0.153], [-0.706, -1.731, 0.214], [2.260, -1.499, -0.081]], "lowdin_charge": [-1.361, 0.584, -0.208, 0.592, -0.112, -0.065, 0.569], "orbital_gap_ha": [0.311, 0.206], "e_lumo_ha": [0.00692, -0.10229], "de_lowest_kj_mol": 190.5, "largest_force_ha_per_bohr": 0.0138, "total_charge": 0, "multiplicity": 3}